# 1
The following is a quantum chemistry calculation of a single C21H31N3 molecule, from the Open Molecules 2025 dataset.

The geometry in XYZ format:
```
55
Properties=species:S:1:pos:R:3:forces:R:3:lowdin_charge:R:1
C 1.242 3.975 2.725 0.026 0.060 -0.010 -0.14
N 0.689 3.729 1.409 -0.090 0.275 -0.069 -0.15
H 0.377 4.608 1.003 0.024 -0.142 0.044 0.11
C 1.639 3.099 0.510 0.002 0.200 -0.279 -0.22
H 2.551 3.713 0.389 -0.023 -0.051 0.038 0.12
C 1.036 2.818 -0.876 0.339 -0.016 0.224 -0.40
N 0.212 1.623 -0.817 0.013 0.027 -0.417 -0.02
H 0.110 1.228 -1.746 0.082 0.115 0.061 0.08
C -1.098 1.806 -0.220 -0.236 -0.203 0.312 -0.17
C -1.724 0.436 0.124 -0.173 0.078 -0.230 -0.32
N -0.752 -0.473 0.698 -0.012 -0.171 0.037 -0.03
H 0.107 -0.367 0.164 -0.020 0.025 0.099 0.10
C -0.466 -0.260 2.102 0.131 0.059 -0.008 -0.22
C 0.620 -1.244 2.556 -0.351 0.128 -0.047 -0.14
C 0.209 -2.654 2.244 0.157 -0.039 0.098 -0.24
C 0.656 -3.287 1.093 0.008 -0.064 0.073 -0.06
C 0.234 -4.568 0.782 0.043 -0.040 -0.094 -0.09
C -0.638 -5.236 1.623 -0.067 -0.113 -0.016 -0.10
C -1.085 -4.615 2.777 -0.094 -0.079 0.030 -0.09
C -0.665 -3.333 3.083 0.061 0.046 -0.021 -0.05
H -1.018 -2.853 3.985 -0.033 0.063 0.105 0.11
H -1.764 -5.132 3.440 -0.043 -0.036 0.050 0.10
H -0.968 -6.236 1.382 -0.018 -0.070 -0.015 0.10
H 0.587 -5.047 -0.120 0.034 -0.037 -0.068 0.10
H 1.340 -2.772 0.433 0.080 0.083 -0.078 0.11
H 1.552 -1.006 2.038 0.067 0.024 0.042 0.11
H 0.780 -1.123 3.629 0.090 0.023 -0.025 0.12
H -1.388 -0.453 2.662 0.063 0.054 0.054 0.12
H -0.138 0.768 2.327 -0.050 -0.012 0.038 0.11
C -2.401 -0.240 -1.092 0.001 0.152 0.347 -0.10
C -1.456 -0.549 -2.213 -0.156 -0.043 -0.093 -0.25
C -0.612 -1.652 -2.134 -0.008 -0.017 -0.031 -0.04
C 0.291 -1.920 -3.146 0.080 -0.057 -0.020 -0.08
C 0.358 -1.098 -4.260 0.094 0.006 -0.087 -0.10
C -0.492 -0.011 -4.359 0.052 0.074 -0.096 -0.09
C -1.393 0.261 -3.342 -0.046 -0.026 0.005 -0.07
H -2.055 1.112 -3.428 -0.080 0.068 0.020 0.11
H -0.455 0.629 -5.230 -0.002 0.037 -0.061 0.10
H 1.063 -1.309 -5.051 0.049 -0.025 -0.057 0.10
H 0.946 -2.776 -3.070 0.050 -0.079 0.012 0.10
H -0.668 -2.291 -1.266 -0.012 -0.086 0.107 0.10
H -2.843 -1.171 -0.731 -0.069 0.032 -0.003 0.12
H -3.201 0.412 -1.446 -0.039 -0.022 -0.045 0.11
H -2.514 0.602 0.867 0.073 -0.019 -0.065 0.14
H -1.787 2.380 -0.863 0.029 -0.004 0.038 0.12
H -0.950 2.372 0.702 -0.133 -0.067 -0.171 0.09
C 2.150 2.590 -1.895 -0.275 0.119 0.185 -0.06
H 2.795 3.462 -1.963 0.072 0.060 -0.028 0.07
H 1.728 2.394 -2.879 -0.007 -0.041 -0.112 0.07
H 2.747 1.731 -1.600 0.104 -0.118 0.021 0.08
H 0.447 3.704 -1.185 0.080 -0.075 0.045 0.14
H 1.933 2.145 0.955 0.082 -0.025 -0.083 0.12
H 0.493 4.474 3.337 0.040 -0.002 0.108 0.08
H 2.156 4.589 2.709 -0.003 -0.042 0.038 0.08
H 1.486 3.016 3.185 0.019 0.012 0.098 0.07
```
Positions in Å, forces in eV/Å.

Calculated values
Energy relative to the best compared isomer or geometry (same formula, charge and spin) in eV: 0.103
SMILES: CNC[C@@H](C)NC[C@@H](Cc1ccccc1)NCCc1ccccc1
Orbital gap in eV: 9.145

=====

# 2
The following is a quantum chemistry calculation of a single C21H31N3O molecule, from the Open Molecules 2025 dataset.

The geometry in XYZ format:
```
56
Properties=species:S:1:pos:R:3:forces:R:3:lowdin_charge:R:1
C 0.417 5.947 2.502 0.054 -0.179 -0.070 -0.06
C -0.347 5.053 1.574 0.047 0.037 -0.082 -0.33
C 0.182 3.937 1.082 0.019 -0.019 0.295 0.00
C -0.539 2.975 0.205 -0.031 0.074 -0.032 -0.46
O -1.558 2.402 0.562 -0.275 -0.032 0.196 0.04
N 0.021 2.740 -1.006 0.000 -0.123 -0.078 -0.06
C 1.171 3.440 -1.532 0.252 0.352 -0.110 -0.15
H 0.843 4.314 -2.113 0.082 -0.020 0.082 0.13
C 2.004 2.499 -2.414 0.017 -0.121 0.172 -0.16
C 1.815 1.061 -1.943 -0.136 -0.074 -0.243 -0.14
H 2.515 0.397 -2.451 0.039 -0.038 0.076 0.11
H 2.006 1.006 -0.870 0.057 -0.061 0.050 0.11
C 0.365 0.623 -2.239 0.118 0.222 0.034 -0.29
N -0.076 -0.591 -1.579 -0.041 -0.147 -0.083 -0.14
C 0.560 -1.799 -2.065 -0.160 -0.197 -0.078 -0.17
H 0.566 -1.784 -3.158 0.015 0.011 -0.005 0.12
C -0.234 -3.012 -1.578 0.324 0.076 -0.200 -0.17
N -0.221 -3.012 -0.133 0.072 0.042 -0.153 -0.12
C -0.541 -4.210 0.530 -0.015 -0.325 0.140 -0.20
C -1.304 -5.209 -0.072 -0.013 0.175 -0.073 -0.03
C -1.577 -6.394 0.586 -0.044 -0.112 0.035 -0.09
C -1.093 -6.603 1.864 -0.037 -0.089 0.017 -0.10
C -0.316 -5.626 2.461 -0.076 -0.022 -0.028 -0.06
C -0.020 -4.437 1.814 0.010 0.070 0.018 -0.21
C 0.884 -3.440 2.477 -0.036 -0.032 0.005 -0.05
H 1.392 -2.839 1.727 0.071 0.091 -0.006 0.07
H 0.323 -2.773 3.133 0.024 0.106 0.037 0.08
H 1.625 -3.955 3.086 0.038 0.008 0.051 0.08
H 0.086 -5.796 3.450 0.062 -0.009 0.084 0.11
H -1.308 -7.523 2.387 -0.010 -0.078 0.037 0.10
H -2.176 -7.151 0.099 -0.041 -0.051 -0.039 0.10
H -1.701 -5.055 -1.064 -0.022 0.042 -0.099 0.10
C -0.854 -1.803 0.361 0.110 0.313 0.124 -0.14
C -0.071 -0.587 -0.129 -0.232 -0.054 0.144 -0.15
H -0.555 0.315 0.240 -0.007 0.044 0.026 0.10
H 0.953 -0.643 0.282 -0.054 0.019 0.021 0.12
H -0.883 -1.815 1.449 0.003 -0.002 0.007 0.12
H -1.888 -1.727 -0.013 0.025 0.000 0.078 0.14
H 0.237 -3.928 -1.941 -0.055 0.021 0.003 0.13
H -1.255 -2.940 -1.987 0.045 -0.061 -0.008 0.13
H 1.600 -1.893 -1.708 -0.036 -0.034 -0.060 0.13
C -0.584 1.800 -1.923 -0.210 -0.283 -0.095 -0.08
H -0.838 2.330 -2.847 -0.029 -0.017 0.030 0.13
H -1.505 1.429 -1.471 0.096 0.063 -0.141 0.13
H 0.287 0.414 -3.314 0.034 0.058 0.077 0.14
H 3.055 2.787 -2.361 -0.032 0.058 -0.082 0.11
H 1.691 2.575 -3.457 0.031 0.040 -0.056 0.11
H 1.773 3.805 -0.699 -0.040 -0.008 -0.129 0.11
H 1.179 3.634 1.376 0.145 0.089 0.029 0.12
C -1.718 5.532 1.213 -0.006 -0.174 -0.091 -0.04
H -1.651 6.405 0.562 -0.007 0.116 0.005 0.09
H -2.282 4.756 0.706 -0.119 0.011 -0.025 0.07
H -2.257 5.829 2.111 -0.088 0.048 0.056 0.09
H 1.424 5.578 2.675 0.085 0.008 0.035 0.07
H -0.098 6.012 3.460 -0.040 0.061 0.093 0.08
H 0.476 6.954 2.091 0.012 0.109 0.012 0.08
```
Positions in Å, forces in eV/Å.

Calculated values
Energy relative to the best compared isomer or geometry (same formula, charge and spin) in eV: 1.579
SMILES: CC(C)=CC(=O)N1CCC[C@@H](N2CCN(c3ccccc3C)CC2)C1
Orbital gap in eV: 8.615

=====

# 3
The following is a quantum chemistry calculation of a single C21H31N3O3 molecule, from the Open Molecules 2025 dataset.

The geometry in XYZ format:
```
58
Properties=species:S:1:pos:R:3:forces:R:3:lowdin_charge:R:1
C -0.987 5.563 -2.351 -0.223 -0.021 0.018 -0.08
H -1.370 4.738 -2.960 0.015 0.018 0.036 0.10
O 0.412 5.684 -2.465 0.308 0.038 -0.036 -0.08
C 1.186 4.643 -2.066 0.174 -0.181 0.074 -0.26
C 2.567 4.822 -2.196 -0.163 0.002 0.021 0.01
C 3.442 3.825 -1.814 -0.042 0.179 -0.098 -0.06
C 2.971 2.626 -1.307 -0.267 -0.198 0.028 -0.02
C 1.597 2.436 -1.175 0.132 0.623 -0.233 -0.15
C 0.709 3.448 -1.550 -0.137 0.114 -0.029 0.05
H -0.346 3.258 -1.426 -0.080 0.019 0.000 0.11
C 1.022 1.189 -0.638 0.077 -0.427 0.052 -0.34
O -0.166 1.081 -0.386 0.043 0.063 -0.018 0.08
C 1.953 0.010 -0.424 0.059 -0.364 0.008 -0.12
N 2.964 0.247 0.603 -0.267 0.024 -0.131 -0.17
C 2.575 1.053 1.757 0.212 0.215 0.207 -0.17
C 2.268 0.248 3.036 -0.172 -0.138 -0.175 -0.12
C 1.663 -1.111 2.699 0.073 -0.352 0.251 -0.30
N 0.384 -0.909 2.051 0.160 0.333 0.134 0.10
C -0.470 -1.939 1.770 -0.164 0.506 -0.113 -0.56
O -0.316 -3.068 2.196 0.212 -0.482 0.178 0.06
N -1.529 -1.554 0.998 -0.229 0.073 -0.141 0.10
H -1.497 -0.653 0.545 0.128 -0.003 0.019 0.12
C -2.493 -2.506 0.495 -0.028 0.093 -0.102 -0.33
C -2.250 -2.814 -0.986 -0.001 -0.334 0.250 -0.15
C -3.273 -3.824 -1.497 -0.052 0.273 -0.210 -0.20
C -4.691 -3.300 -1.292 0.005 -0.304 0.151 -0.21
C -4.935 -2.994 0.183 -0.061 0.295 -0.208 -0.20
C -3.915 -1.981 0.695 0.069 -0.374 0.172 -0.15
H -4.082 -1.779 1.754 0.043 0.083 0.009 0.12
H -4.027 -1.040 0.149 -0.014 0.112 -0.013 0.12
H -4.849 -3.915 0.762 -0.051 -0.061 0.061 0.11
H -5.946 -2.604 0.321 -0.022 -0.069 0.065 0.11
H -5.414 -4.039 -1.643 -0.044 0.049 -0.067 0.11
H -4.830 -2.389 -1.880 -0.045 0.042 -0.063 0.11
H -3.152 -4.763 -0.954 0.017 -0.100 -0.014 0.12
H -3.098 -4.024 -2.557 0.021 -0.095 0.020 0.11
H -2.326 -1.887 -1.561 0.033 0.081 -0.034 0.12
H -1.239 -3.208 -1.112 0.053 0.079 0.006 0.12
H -2.346 -3.417 1.085 -0.072 0.080 -0.097 0.15
H 0.211 -0.022 1.609 -0.098 -0.022 -0.043 0.10
C 2.663 -1.913 1.835 -0.041 0.171 -0.064 -0.11
C 3.594 -0.987 1.029 0.082 -0.198 0.028 -0.18
H 3.970 -1.507 0.145 0.100 0.001 0.059 0.12
H 4.454 -0.702 1.640 0.069 -0.083 -0.045 0.12
H 3.272 -2.544 2.483 0.025 -0.086 0.008 0.12
H 2.100 -2.578 1.180 0.016 -0.063 0.054 0.11
H 1.464 -1.682 3.614 0.100 0.142 -0.120 0.15
H 3.186 0.081 3.600 0.000 0.008 0.032 0.12
H 1.585 0.817 3.668 0.044 0.018 0.083 0.12
H 1.722 1.677 1.487 0.061 0.043 0.101 0.11
H 3.410 1.735 1.966 -0.192 0.074 0.055 0.12
H 2.486 -0.182 -1.365 -0.104 0.008 -0.006 0.14
H 1.323 -0.866 -0.213 0.024 0.170 -0.106 0.12
H 3.656 1.857 -0.992 0.070 -0.111 0.044 0.11
H 4.505 3.983 -1.917 0.091 0.022 -0.009 0.11
H 2.924 5.757 -2.598 0.055 0.115 -0.046 0.12
H -1.394 6.503 -2.721 -0.016 -0.086 0.036 0.09
H -1.294 5.420 -1.310 0.012 -0.013 -0.038 0.10
```
Positions in Å, forces in eV/Å.

Calculated values
Energy relative to the best compared isomer or geometry (same formula, charge and spin) in eV: 1.466
SMILES: COc1cccc(C(=O)CN2CCC(NC(=O)NC3CCCCC3)CC2)c1
Orbital gap in eV: 8.342

=====

# 4
The following is a quantum chemistry calculation of a single C21H31N3O5S molecule at a distorted geometry, from the Open Molecules 2025 dataset.

The geometry in XYZ format:
```
61
Properties=species:S:1:pos:R:3:forces:R:3:lowdin_charge:R:1
C 3.849 3.279 -0.849 -0.141 -0.139 0.174 -0.11
C 3.204 1.985 -0.370 0.239 0.008 -0.207 -0.27
C 3.831 0.764 -1.037 -0.346 -0.032 0.368 -0.19
H 4.905 0.742 -0.838 0.079 -0.016 -0.072 0.11
H 3.699 0.836 -2.118 0.015 -0.024 -0.084 0.12
C 3.187 -0.533 -0.534 0.020 0.414 -0.220 -0.17
N 3.637 -1.694 -1.273 0.223 -0.081 0.131 -0.07
C 3.083 -2.159 -2.409 -0.270 0.305 0.077 -0.54
O 3.542 -3.102 -3.025 0.001 -0.368 -0.302 0.05
C 1.825 -1.464 -2.922 -0.239 -0.188 -0.009 -0.32
H 1.826 -0.385 -2.801 0.050 0.033 -0.037 0.06
H 1.706 -1.740 -3.970 0.101 0.095 0.126 0.09
S 0.336 -2.096 -2.057 0.108 -0.398 -0.092 1.04
C -0.340 -0.603 -1.518 0.445 0.695 -0.111 -0.68
N 0.189 0.584 -1.565 0.569 -1.322 -0.581 0.03
N -0.700 1.424 -1.008 -1.368 0.684 0.732 0.11
C -1.730 0.724 -0.643 0.927 0.443 -0.336 -0.27
C -2.931 1.193 -0.001 -0.699 0.119 0.371 -0.15
C -3.957 0.297 0.297 0.005 -0.041 -0.010 0.04
C -5.108 0.749 0.917 0.015 0.083 0.018 -0.18
C -5.267 2.118 1.228 -0.157 0.086 -0.038 -0.12
C -4.221 3.010 0.931 -0.025 -0.270 -0.077 -0.18
C -3.062 2.533 0.321 -0.042 -0.248 -0.037 0.06
H -2.270 3.226 0.094 0.085 0.133 -0.019 0.13
O -4.186 4.341 1.188 0.166 -0.285 -0.049 -0.06
C -5.313 5.052 1.652 -0.289 0.337 0.204 -0.07
H -5.642 4.700 2.631 0.028 0.080 -0.115 0.09
H -6.145 4.996 0.946 0.038 -0.007 0.047 0.10
H -4.976 6.086 1.728 -0.048 -0.064 -0.015 0.09
O -6.384 2.602 1.861 0.584 -0.268 0.101 -0.10
C -7.659 2.147 1.453 -0.434 -0.021 -0.019 -0.06
H -7.934 1.217 1.953 0.016 0.142 -0.077 0.09
H -7.705 2.002 0.371 0.020 0.006 0.013 0.10
H -8.355 2.935 1.743 0.003 -0.037 -0.065 0.09
O -6.134 -0.077 1.279 0.143 0.496 0.089 -0.10
C -6.032 -1.450 0.986 0.007 -0.240 -0.042 -0.07
H -6.954 -1.895 1.358 0.085 -0.021 -0.044 0.10
H -5.179 -1.908 1.494 -0.019 0.021 -0.031 0.10
H -5.955 -1.627 -0.092 0.017 0.014 0.041 0.10
H -3.827 -0.743 0.051 -0.065 -0.108 0.005 0.11
O -1.559 -0.598 -0.946 -0.033 0.016 0.014 0.09
C 4.830 -2.361 -0.780 -0.030 -0.384 0.032 -0.16
H 5.325 -2.829 -1.633 0.037 0.109 0.135 0.13
C 4.487 -3.433 0.256 0.387 0.135 -0.148 -0.19
C 5.741 -4.122 0.787 -0.318 -0.032 0.085 -0.27
C 5.401 -5.197 1.811 0.179 0.137 -0.136 -0.12
H 4.876 -4.765 2.661 -0.065 -0.001 0.111 0.07
H 4.763 -5.957 1.366 -0.080 -0.114 -0.001 0.07
H 6.305 -5.678 2.176 0.033 -0.107 0.095 0.07
H 6.397 -3.378 1.244 0.082 0.022 -0.050 0.11
H 6.281 -4.573 -0.048 0.089 0.041 -0.037 0.11
H 3.940 -2.981 1.087 -0.079 -0.001 0.029 0.11
H 3.834 -4.171 -0.214 -0.081 -0.005 -0.007 0.12
H 5.497 -1.612 -0.347 0.002 0.021 -0.021 0.13
H 2.104 -0.439 -0.595 0.070 -0.039 0.079 0.08
H 3.444 -0.686 0.517 -0.089 -0.022 -0.012 0.13
H 3.315 1.903 0.714 -0.068 -0.019 0.075 0.11
H 2.137 2.006 -0.598 -0.030 -0.041 0.089 0.09
H 3.386 4.135 -0.368 0.010 0.157 -0.001 0.07
H 3.731 3.386 -1.925 0.014 0.060 -0.135 0.07
H 4.913 3.288 -0.619 0.122 0.054 -0.006 0.07
```
Positions in Å, forces in eV/Å.

Calculated values
Energy relative to the best compared isomer or geometry (same formula, charge and spin) in eV: 3.535
SMILES: CCCCN(CCCC)C(=O)CSc1nnc(-c2cc(OC)c(OC)c(OC)c2)o1
Orbital gap in eV: 8.605

=====

| no. | LUMO energy (eV) | energy (a.u.) |
| --- | --- | --- |
| 1 | 0.913 | -983.061951 |
| 2 | 0.734 | -1058.308538 |
| 3 | -0.161 | -1208.828583 |
| 4 | 0.479 | -1757.414002 |